A gas-phase ion, C15H26N (charge +1) at a distorted geometry, computed with wB97M-V/def2-TZVPD.

```
42
Properties=species:S:1:pos:R:3:forces:R:3
C 1.412 -5.183 3.288 0.00 -0.02 0.22
C 1.346 -4.461 1.957 -0.07 0.71 -0.55
C 0.941 -2.982 2.132 -0.15 1.23 -0.29
C 0.912 -2.183 0.786 1.24 -1.95 -2.79
N 0.806 -0.691 0.689 -3.85 2.02 1.56
C 1.045 0.629 -0.458 -0.28 -0.10 -0.44
C 2.118 1.361 0.301 0.87 -0.13 -0.96
C -0.178 1.520 -1.007 0.93 -1.88 1.14
C -0.601 1.380 -2.352 0.76 -0.16 1.03
C 0.209 0.629 -3.367 -0.32 -0.22 -0.33
C -1.768 2.008 -2.735 -0.10 -0.08 -0.23
C -2.529 2.788 -1.881 0.35 0.17 0.86
C -3.840 3.367 -2.311 -0.48 0.25 -0.17
C -2.016 3.025 -0.589 -0.34 -0.51 -1.22
C -0.863 2.401 -0.148 0.39 0.02 0.05
C -0.382 2.742 1.238 -0.17 -0.10 0.20
H 1.776 -6.196 3.145 0.03 -0.11 0.00
H 2.091 -4.684 3.984 -0.06 -0.02 -0.06
H 0.431 -5.256 3.763 0.04 0.08 -0.04
H 2.318 -4.492 1.455 -0.01 -0.07 0.05
H 0.631 -4.957 1.292 0.06 0.04 0.05
H -0.047 -2.941 2.597 0.05 0.12 0.09
H 1.654 -2.477 2.789 -0.03 -0.13 0.18
H 1.871 -2.420 0.222 -1.03 -0.01 0.68
H 0.078 -2.589 0.146 0.86 0.38 0.58
H 1.143 -0.199 1.546 -0.90 -0.85 -0.62
H -0.222 -0.485 0.479 1.22 -0.45 1.79
H 1.399 -0.130 -1.143 0.38 1.05 -1.02
H 3.035 0.822 0.037 0.19 0.46 0.32
H 2.106 2.346 -0.147 0.56 0.38 0.20
H 2.082 1.456 1.402 -0.44 -0.08 -0.64
H -0.382 0.627 -4.281 0.22 -0.19 -0.17
H 1.175 1.093 -3.600 -0.22 -0.01 0.23
H 0.381 -0.411 -3.081 0.04 0.03 -0.06
H -2.113 1.827 -3.740 -0.11 0.13 -0.27
H -4.314 3.921 -1.497 0.10 -0.06 -0.09
H -3.737 4.057 -3.161 0.11 -0.20 0.22
H -4.553 2.591 -2.629 0.31 0.09 0.10
H -2.576 3.648 0.080 -0.10 0.30 0.26
H -1.134 3.373 1.717 0.18 -0.14 0.09
H -0.268 1.833 1.837 0.06 0.19 0.16
H 0.567 3.293 1.245 -0.29 -0.17 -0.07
```
Positions in Å, forces in eV/Å.

The total charge is +1. Its multiplicity is 1. The LUMO energy is -3.2 eV. As for the SMILES: CCCC[NH2+][C@H](C)c1c(C)cc(C)cc1C. The value obtained for the energy above the lowest of the compared OMol25 structures with the same formula, charge and spin is 181.3 kJ/mol.

***

A molecular structure, C15H26N6O7Sr at a distorted geometry, computed with wB97M-V/def2-TZVPD.

```
55
Properties=species:S:1:pos:R:3:forces:R:3
O 2.020 2.305 -3.112 1.04 1.06 1.24
H 2.594 2.398 -3.898 -0.15 -0.19 0.89
Sr 0.973 0.668 -1.550 1.04 -1.82 1.80
N 1.874 -0.217 1.264 0.56 -2.55 -0.69
N 3.089 -0.575 -0.830 -0.14 -1.16 2.24
N -0.883 1.658 0.462 -3.02 0.94 0.19
N -0.672 2.575 -1.892 -2.69 1.45 0.23
O 1.233 0.078 2.363 -1.01 0.67 1.03
O -1.103 1.031 1.648 0.58 0.68 -0.62
O -0.591 3.108 -3.187 0.36 -0.11 0.04
O 2.840 -0.840 -2.079 0.17 -0.41 -2.60
C 3.187 -1.655 0.007 0.21 2.38 -1.20
C 2.553 -1.412 1.258 -0.98 2.42 -0.20
C -1.948 2.360 0.058 1.96 -1.53 1.33
C -1.843 2.827 -1.310 2.52 -0.32 -1.69
C 2.501 -2.419 2.351 0.16 -0.07 0.69
H 1.553 -2.995 2.373 0.52 0.46 0.00
H 2.615 -1.909 3.319 -0.16 -0.20 -0.18
H 3.324 -3.142 2.248 -0.26 0.22 0.06
C 3.821 -2.935 -0.393 -0.26 -0.40 -0.35
H 4.551 -2.738 -1.195 -0.35 -0.19 0.25
H 3.063 -3.652 -0.759 0.40 0.06 0.02
H 4.328 -3.385 0.476 -0.14 0.10 -0.42
C -3.193 2.631 0.855 -0.19 -0.10 0.01
C -2.984 3.483 -2.020 -0.19 0.18 -0.31
H -3.021 2.574 1.932 0.15 -0.11 -0.25
H -3.983 1.909 0.601 0.17 0.06 0.12
H -3.600 3.626 0.623 0.23 -0.25 0.00
H -2.854 3.370 -3.102 -0.04 0.09 0.30
H -3.031 4.561 -1.799 0.08 -0.32 -0.02
H -3.952 3.045 -1.732 0.42 0.10 0.04
H -0.170 0.667 1.885 0.46 -0.27 0.61
H 0.373 3.012 -3.371 -0.57 0.07 0.01
C 2.747 2.827 -1.842 0.38 0.53 -2.19
H 3.321 2.053 -1.355 0.09 -0.66 -0.10
H 2.043 3.264 -1.147 -0.56 0.01 -0.19
H 3.430 3.614 -2.183 -0.22 -0.21 0.22
O 2.634 2.884 2.363 -1.87 -1.08 -0.70
H 1.899 3.527 2.306 0.64 -0.33 0.18
H 2.129 2.012 2.210 1.12 1.18 0.55
N -2.602 -4.517 2.323 0.04 0.06 -0.03
C -1.532 -3.735 1.972 -0.50 -0.25 0.54
O -0.451 -3.846 2.518 -0.53 0.05 -0.38
C -1.794 -2.759 0.865 0.30 0.45 -0.92
C -2.893 -2.796 -0.015 0.98 0.73 0.19
C -2.941 -1.870 -1.069 0.49 -0.01 0.33
C -1.846 -1.009 -1.276 -0.73 -1.04 0.51
N -0.767 -1.051 -0.488 -0.55 0.34 -0.05
C -0.776 -1.831 0.604 0.16 0.00 -0.49
H -2.469 -5.113 3.125 -0.03 0.01 -0.06
H -3.547 -4.329 2.024 0.35 0.01 0.14
H -3.671 -3.527 0.144 -0.17 0.04 -0.25
H -3.786 -1.844 -1.739 -0.07 0.02 -0.05
H -1.878 -0.272 -2.099 0.15 -0.45 0.34
H 0.085 -1.696 1.264 -0.32 -0.33 -0.17
```
Positions in Å, forces in eV/Å.

The total charge is 0. Its multiplicity is 1. The LUMO energy (spin up / spin down) is -0.6 / -0.6 eV. The value obtained for the energy above the lowest of the compared OMol25 structures with the same formula, charge and spin is 0.0 kJ/mol.

***

A molecular structure, C15H27Br10Cl9O2Sr2 at a distorted geometry, computed with wB97M-V/def2-TZVPD.

```
65
Properties=species:S:1:pos:R:3:forces:R:3
Sr 1.905 2.469 -2.261 0.15 -2.09 3.30
Sr -1.018 1.638 -4.480 -1.29 -0.76 2.21
O -0.547 1.346 -1.995 1.01 1.50 -3.06
C -0.570 0.502 -0.886 2.36 -0.78 1.46
C 0.956 -0.083 -0.409 -0.87 0.92 -0.81
O 2.086 0.773 -0.340 -1.62 0.84 -1.72
H -1.177 -0.382 -1.079 0.02 -0.31 -0.17
H -0.998 0.965 0.003 -0.06 0.54 -0.08
H 1.094 -0.876 -1.143 0.37 -0.38 -0.55
H 0.783 -0.616 0.526 -0.16 0.22 0.39
Br 2.420 -5.608 -0.658 -0.72 0.50 0.43
C 0.605 -5.199 0.052 -0.64 -0.08 -0.43
C 0.602 -3.892 0.924 0.19 -1.75 -0.57
Br -1.201 -3.140 1.378 1.07 -0.56 -0.49
H 0.288 -6.124 0.534 0.38 0.36 0.83
H -0.058 -5.253 -0.811 0.21 0.91 -0.24
H 1.205 -3.123 0.440 -0.35 0.06 0.16
H 1.082 -4.239 1.840 -0.22 0.73 0.24
Br 0.714 3.561 5.368 -0.87 -0.23 -0.55
C -0.644 3.134 3.984 -0.08 -0.31 0.16
C -1.250 1.755 4.190 -0.06 -0.54 0.07
Br -2.430 1.314 2.598 0.58 0.22 1.04
H -0.155 3.203 3.013 -0.02 0.05 0.18
H -1.429 3.887 4.052 0.20 0.01 0.07
H -1.818 1.659 5.115 -0.53 0.44 -0.35
H -0.574 0.905 4.277 0.41 0.36 -0.58
Br -2.459 -0.983 -4.158 -0.17 -0.53 0.02
C -1.752 -2.686 -3.471 0.19 -2.40 1.16
C -0.829 -3.388 -4.439 0.36 0.29 -0.16
Br -0.346 -5.297 -3.950 -0.49 1.85 -0.07
H -2.535 -3.414 -3.259 -0.93 0.85 -0.34
H -1.323 -2.553 -2.478 0.28 0.71 -0.21
H 0.061 -2.759 -4.454 0.41 -0.68 -0.55
H -1.330 -3.466 -5.404 0.38 -0.06 0.00
Br -2.597 4.930 1.190 -0.17 0.51 -0.50
C -3.318 4.803 -0.624 -0.24 -0.71 -0.28
C -3.216 3.326 -0.873 0.67 -0.57 -0.52
Br -4.008 2.884 -2.740 0.87 0.13 0.75
H -2.674 5.255 -1.378 -0.05 0.60 0.49
H -4.338 5.179 -0.700 0.22 0.14 0.36
H -3.610 2.649 -0.115 -0.67 0.13 -0.43
H -2.157 3.083 -0.960 -0.13 -0.29 -0.30
Br 1.254 4.287 0.221 0.24 0.27 0.18
C 2.530 4.247 1.740 0.80 -0.01 1.61
C 2.644 2.822 2.283 -0.21 -0.13 -0.92
Br 3.786 2.684 3.899 -0.55 0.18 -1.39
H 2.168 4.917 2.520 -0.79 -0.02 -0.26
H 3.477 4.724 1.487 -0.03 -0.44 -0.73
H 2.971 2.171 1.472 0.74 -0.12 0.28
H 1.642 2.416 2.421 0.08 0.14 0.86
C 3.821 -2.136 -2.392 -0.52 -0.63 -0.18
Cl 4.121 -0.479 -2.974 0.06 0.34 -0.07
Cl 5.340 -2.944 -2.034 -0.61 0.24 -0.18
Cl 2.829 -2.999 -3.635 0.53 0.22 0.44
H 3.180 -2.090 -1.512 0.38 0.13 0.00
C -4.457 -1.609 -0.521 1.08 1.01 0.30
Cl -4.478 -3.133 -1.312 -0.22 -0.87 -0.64
Cl -5.177 -1.734 1.064 -0.16 0.33 -0.03
Cl -5.071 -0.284 -1.541 -0.61 -0.07 0.09
H -3.420 -1.288 -0.430 -0.08 -0.44 0.47
C 3.897 -1.023 2.517 -0.21 0.02 -0.11
Cl 2.451 -0.905 3.554 0.30 0.18 -0.21
Cl 3.838 -2.505 1.602 0.01 -1.18 -0.38
Cl 5.388 -0.957 3.462 -0.43 0.31 -0.30
H 3.826 -0.319 1.688 0.22 0.72 0.82
```
Positions in Å, forces in eV/Å.

The total charge is +2. Its multiplicity is 1. The LUMO energy is -8.7 eV.

***

5 unconnected molecules or ions with the total composition C15H27F3N5O16S4 at a distorted geometry, computed with wB97M-V/def2-TZVPD.

```
70
Properties=species:S:1:pos:R:3:forces:R:3
N -4.087 0.537 0.259 -0.54 0.25 0.17
C -2.889 0.211 0.129 0.80 0.10 0.21
C -2.123 0.822 -1.058 -0.80 0.50 -0.27
N -0.721 1.147 -0.722 -2.67 -1.33 -0.23
C -0.135 0.942 0.423 2.33 0.66 0.84
N 1.144 1.390 0.406 -1.16 -0.39 -0.68
C 1.286 1.840 -0.852 1.21 0.18 0.92
N 2.437 2.343 -1.274 0.22 0.52 -1.34
C 3.631 2.498 -0.438 -0.15 -0.29 0.95
C 4.337 1.167 -0.075 0.14 0.74 -0.01
C 4.502 0.199 -1.242 0.79 -0.34 2.07
F 5.041 0.787 -2.314 -0.65 -0.04 -0.38
F 5.374 -0.765 -0.859 -0.13 0.00 -0.27
F 3.359 -0.451 -1.537 -0.03 0.38 -0.68
N 0.156 1.713 -1.584 0.99 0.14 0.59
H -4.500 0.068 1.081 0.12 0.40 -0.48
H -2.405 -0.466 0.857 0.12 0.10 -0.67
H -2.626 1.786 -1.262 0.15 -0.52 -0.05
H -2.207 0.192 -1.969 0.41 0.26 0.62
H -0.533 0.482 1.325 -0.37 0.16 -0.58
H 2.485 2.672 -2.230 0.08 -0.10 0.25
H 3.304 2.943 0.515 0.20 -0.17 -0.62
H 4.323 3.207 -0.911 -0.39 -0.30 -0.04
H 3.834 0.707 0.790 0.07 -0.17 -0.66
H 5.357 1.417 0.272 -0.43 -0.08 -0.22
H -0.022 1.991 -2.541 -0.41 -0.28 0.17
C -5.711 -4.344 2.950 -0.49 -0.08 0.37
C -6.340 -4.280 1.576 0.25 -0.56 -0.20
O -6.186 -2.913 1.175 0.18 0.43 0.46
S -4.826 -2.329 1.794 -0.60 -1.55 0.49
O -3.817 -2.407 0.799 -0.02 0.27 -0.03
O -5.130 -1.121 2.483 0.22 0.17 -0.30
O -4.565 -3.486 2.876 -0.31 0.37 -0.69
H -6.385 -3.948 3.712 0.00 -0.03 -0.02
H -5.410 -5.353 3.222 0.28 0.12 -0.03
H -7.389 -4.562 1.584 -0.03 0.28 -0.06
H -5.801 -4.907 0.861 -0.03 -0.02 0.04
C 0.599 -4.336 1.345 0.34 0.35 -0.02
C 0.916 -4.785 2.756 0.09 -0.57 -0.11
O -0.110 -4.196 3.563 -0.23 0.40 -0.40
S -1.472 -4.108 2.711 0.55 -0.12 -0.02
O -2.285 -5.222 3.042 -0.17 0.17 -0.11
O -1.946 -2.770 2.770 0.26 -0.12 0.27
O -0.829 -4.369 1.257 -0.10 -0.17 0.43
H 0.928 -3.307 1.173 0.04 -0.03 0.01
H 1.041 -4.987 0.594 -0.24 -0.05 -0.04
H 1.898 -4.459 3.088 -0.15 0.16 0.17
H 0.842 -5.871 2.853 0.05 0.02 -0.04
C 0.225 -1.155 -6.490 0.35 0.23 -0.41
C 0.849 -0.455 -5.300 0.16 -0.53 0.26
O -0.072 0.597 -4.975 -0.27 0.09 -0.22
S -1.576 0.110 -5.322 0.29 -0.47 -0.58
O -2.178 -0.363 -4.124 -0.06 0.16 -0.03
O -2.186 1.088 -6.142 -0.06 0.14 0.33
O -1.183 -1.158 -6.221 0.02 0.28 0.66
H 0.395 -0.598 -7.414 0.02 -0.02 0.03
H 0.591 -2.172 -6.609 -0.25 -0.05 0.07
H 1.833 -0.048 -5.524 -0.14 0.23 0.00
H 0.919 -1.123 -4.439 0.04 -0.02 -0.04
C 2.317 6.348 2.341 -0.35 0.23 0.43
C 3.597 6.848 2.979 0.17 0.34 -0.47
O 4.198 5.679 3.551 -0.45 -0.46 -0.11
S 3.846 4.401 2.648 -0.02 0.85 0.43
O 4.938 4.151 1.772 -0.14 -0.28 0.01
O 3.296 3.395 3.481 0.23 -0.18 -0.16
O 2.657 5.069 1.787 0.51 -0.03 0.00
H 1.533 6.199 3.087 0.02 0.02 -0.01
H 1.954 7.015 1.563 0.08 -0.20 -0.15
H 3.416 7.599 3.744 0.08 -0.21 0.17
H 4.283 7.250 2.230 -0.04 0.04 0.02
```
Positions in Å, forces in eV/Å.

The total charge is +1. Its multiplicity is 1. The LUMO energy is -2.4 eV.